No. 1
Here is a cluster of 3 separate species, C3H11NO3 in total from OMol25. Energies are from wB97M-V/def2-TZVPD.

```
18
Properties=species:S:1:pos:R:3:forces:R:3
C -0.135 2.143 0.131 -1.810 -1.137 4.068
C 0.553 0.776 0.303 -1.420 0.274 0.888
C -0.475 -0.386 0.255 -0.399 -0.584 0.185
N -1.693 -0.266 0.928 2.624 2.772 0.578
O -0.240 -1.440 -0.323 -0.196 0.426 -0.155
H -1.149 2.084 -0.259 0.221 0.082 -0.500
H -0.266 2.549 1.188 -0.122 -0.173 -1.157
H 0.464 2.841 -0.316 1.380 1.633 -1.591
H 1.029 0.691 1.334 -0.156 0.136 -1.697
H 1.231 0.744 -0.540 0.452 -1.049 0.320
H -1.844 0.569 1.528 -0.146 -1.199 -0.949
H -2.411 -0.899 0.725 -0.895 -0.905 -0.106
O -0.526 -1.228 -3.151 -1.113 -1.142 -1.208
H -0.016 -0.929 -2.442 1.682 1.595 1.681
H -0.755 -2.045 -2.696 -0.587 -0.475 -0.533
O 1.991 -1.485 1.082 1.911 5.612 0.537
H 2.875 -1.624 1.308 1.370 -1.496 0.442
H 1.367 -2.093 0.946 -2.795 -4.371 -0.804
```
Forces are in eV/Å.

Results
Max |F|, hartree/bohr: 0.116
Relative energy (zero: lowest compared OMol25 entry of this formula, charge and spin), eV: 1.549
SMILES: CCC(N)=O.O.O
Spin multiplicity: 1
Charge: 0
LUMO energy, eV: 0.69
E_HOMO, eV: -10.0

Here are the natural (NBO) charges for atoms 1 to 8, given in e: -0.61 -0.50 0.71 -0.84 -0.67 0.22 0.19 0.22

No. 2
Here is a structure of composition C51H127N8O17Zn from OMol25. Energies are from wB97M-V/def2-TZVPD.

```
204
Properties=species:S:1:pos:R:3:forces:R:3
Zn 3.516 -1.141 0.981 -1.649 -0.243 -2.135
C -0.889 -1.258 0.391 0.092 0.069 -0.550
C 0.432 -1.560 -0.349 -0.636 0.340 -1.826
C 0.627 -0.596 -1.552 -0.685 -0.139 0.830
O 1.570 -1.605 0.364 1.357 -0.154 2.001
H -0.908 -0.193 0.624 0.054 0.082 0.754
H -1.116 -1.929 1.220 0.504 0.278 0.352
H -1.771 -1.381 -0.237 0.115 -0.114 -0.602
H 0.280 -2.470 -0.930 -0.262 -1.122 0.320
H 0.919 0.363 -1.124 0.323 0.260 -0.400
H -0.295 -0.475 -2.122 -0.075 0.041 -0.165
H 1.370 -1.079 -2.187 0.287 0.500 -0.096
C -5.017 -3.046 -6.432 0.174 -0.338 0.655
O -4.282 -3.074 -5.170 1.034 0.517 -2.048
C -3.059 -2.194 -5.220 -2.064 -0.338 0.788
C -2.003 -2.839 -4.335 -0.199 0.253 -1.188
N -1.563 -4.086 -5.003 -0.076 1.218 0.993
C -0.629 -4.803 -4.153 0.325 -0.457 0.499
C 0.213 -5.721 -4.992 0.627 -0.564 0.280
O 1.198 -6.349 -4.123 -1.101 0.933 0.491
C 2.224 -7.058 -4.728 0.000 -0.479 -1.452
H -4.391 -3.249 -7.301 0.374 0.098 0.112
H -5.561 -2.118 -6.610 0.208 0.351 0.251
H -5.775 -3.828 -6.436 0.111 -0.108 0.456
H -3.487 -1.259 -4.858 0.634 0.299 0.461
H -2.694 -1.955 -6.219 -0.067 -0.705 -0.250
H -2.423 -3.002 -3.342 -0.042 -0.122 0.241
H -1.154 -2.161 -4.247 0.083 0.057 0.049
H -2.437 -4.587 -5.078 0.025 -0.589 -0.222
H -1.104 -5.327 -3.323 -0.302 -0.433 -0.026
H 0.088 -4.183 -3.614 -0.128 0.798 -0.298
H 0.652 -5.117 -5.786 0.518 0.043 0.015
H -0.439 -6.424 -5.510 0.159 -0.622 0.105
H 2.824 -7.688 -4.072 -0.460 0.245 0.624
H 2.932 -6.416 -5.252 0.087 0.330 -0.167
H 1.783 -7.725 -5.469 0.167 -0.268 -0.279
C 3.683 -2.636 -4.739 -0.563 0.342 -1.641
O 4.052 -2.615 -3.416 0.903 -0.109 2.249
C 3.447 -3.617 -2.591 0.091 -0.682 -0.794
C 3.827 -3.573 -1.085 -1.364 0.552 -0.441
N 4.241 -2.210 -0.680 1.732 -1.051 0.678
C 5.707 -2.263 -0.389 0.159 0.454 -2.486
C 6.315 -0.925 -0.071 -0.474 -0.843 1.100
O 5.692 -0.536 1.168 2.212 0.405 -0.469
C 6.514 0.384 1.906 -0.895 0.223 0.872
H 4.237 -1.848 -5.249 -0.315 0.329 0.180
H 2.605 -2.520 -4.851 -0.231 0.397 -0.016
H 3.908 -3.504 -5.360 0.400 -0.786 0.643
H 3.818 -4.576 -2.954 -0.312 -0.267 -0.149
H 2.371 -3.583 -2.762 -0.177 0.022 0.231
H 4.564 -4.361 -0.927 0.190 0.400 0.420
H 2.925 -3.739 -0.496 -0.089 -0.593 -0.193
H 4.087 -1.740 -1.561 0.327 0.991 0.048
H 6.182 -2.537 -1.331 0.315 -0.465 -0.125
H 5.953 -3.047 0.329 -0.240 0.354 0.174
H 6.177 -0.172 -0.848 -0.171 -0.029 -0.021
H 7.384 -1.094 0.059 0.108 0.170 0.142
H 7.502 0.607 1.503 -0.246 -0.206 -0.547
H 6.689 0.000 2.911 -0.070 -0.258 0.040
H 5.942 1.303 2.032 0.223 0.228 -0.169
C 3.869 0.972 -1.589 -0.402 -0.388 0.739
O 3.473 0.542 -0.212 -0.012 0.851 -2.394
C 3.061 1.650 0.551 -0.341 0.510 2.315
C 2.497 1.186 1.938 0.171 -0.333 -1.947
N 3.466 0.233 2.526 -1.856 0.094 2.619
C 2.869 -0.651 3.608 -0.879 -0.854 -0.078
C 3.644 -1.958 3.725 -1.297 1.015 -0.973
O 3.639 -2.523 2.341 0.423 0.313 3.512
C 4.192 -3.792 2.339 0.307 -2.108 -0.465
H 3.852 0.179 -2.336 -0.132 -0.641 0.609
H 4.895 1.341 -1.558 -0.247 0.446 0.091
H 3.139 1.678 -1.984 0.166 0.376 0.443
H 2.176 2.177 0.195 0.512 0.284 -1.024
H 3.936 2.278 0.721 -0.108 0.566 -0.287
H 1.589 0.673 1.620 -0.119 -0.368 0.660
H 2.233 2.032 2.572 0.151 -0.082 -0.059
H 4.030 0.842 3.101 1.071 -0.096 -0.534
H 1.828 -0.883 3.382 0.039 0.242 -0.379
H 2.845 -0.263 4.626 0.122 0.726 -0.154
H 3.140 -2.670 4.379 -0.176 0.023 -0.167
H 4.546 -1.654 4.256 1.130 -0.812 -1.010
H 3.986 -4.383 3.231 0.192 0.596 0.614
H 5.265 -3.750 2.155 0.015 -0.176 0.095
H 3.688 -4.447 1.629 0.144 0.497 -0.707
C -3.608 -13.299 -0.340 0.413 0.813 0.191
O -4.262 -12.116 0.130 -0.282 -0.978 -0.810
C -3.352 -11.094 0.434 -0.031 -0.204 0.194
C -4.128 -9.789 0.538 0.317 -0.698 -0.046
N -3.291 -8.628 0.586 2.199 -0.374 0.177
C -4.043 -7.452 0.619 -1.917 1.662 -0.564
C -3.338 -6.139 0.854 0.535 0.231 -0.160
O -4.322 -5.099 0.893 0.911 0.825 0.537
C -3.770 -3.820 1.299 -0.248 -0.317 -0.326
H -2.976 -13.098 -1.205 -0.470 0.258 -0.714
H -4.354 -14.063 -0.556 0.183 0.133 0.181
H -2.820 -13.618 0.342 -0.397 -0.443 0.770
H -2.564 -11.053 -0.317 0.109 0.269 -0.203
H -2.907 -11.389 1.384 0.464 0.392 0.322
H -4.739 -9.853 1.439 -0.607 -0.034 -0.041
H -4.737 -9.697 -0.361 -0.294 -0.117 0.147
H -2.682 -8.629 1.392 0.163 -0.405 0.183
H -4.867 -7.506 1.330 -0.345 0.030 0.350
H -4.507 -7.339 -0.361 -0.340 0.024 -0.129
H -2.607 -5.996 0.058 -0.019 0.339 -0.433
H -2.712 -6.149 1.747 -0.217 0.011 0.619
H -3.069 -3.399 0.579 0.293 -0.411 -0.246
H -3.288 -3.837 2.277 0.167 -0.466 0.126
H -4.530 -3.043 1.386 -0.572 -0.532 -0.140
C -1.944 2.990 0.661 0.663 1.050 -0.968
O -1.750 3.788 1.793 -0.629 0.346 0.804
C -2.694 4.856 1.920 -0.010 0.232 1.053
C -2.893 5.122 3.408 0.338 1.389 0.168
N -3.722 6.336 3.628 -0.890 -1.348 0.463
C -4.289 6.307 5.003 0.223 0.128 -0.763
C -3.267 6.682 6.049 -0.267 0.542 -0.251
O -3.037 8.075 5.890 0.707 0.147 0.523
C -2.005 8.551 6.743 0.231 0.108 0.086
H -1.276 2.129 0.651 -0.450 -0.357 0.638
H -1.537 3.563 -0.172 -0.431 0.081 -0.678
H -3.007 2.805 0.504 0.071 -0.546 -0.084
H -3.686 4.711 1.491 -0.028 -0.819 -0.246
H -2.377 5.796 1.468 0.616 -0.005 -0.285
H -1.934 5.325 3.884 0.490 -0.470 -0.167
H -3.319 4.272 3.941 -0.223 -0.044 -0.275
H -3.170 7.175 3.515 0.087 0.069 0.042
H -4.690 5.312 5.199 0.099 -0.090 -0.068
H -5.140 6.983 5.077 0.081 0.193 -0.063
H -2.331 6.149 5.882 0.154 -0.275 0.165
H -3.654 6.476 7.047 0.085 -0.065 0.276
H -2.056 8.148 7.755 -0.630 0.133 0.266
H -2.012 9.641 6.758 -0.357 -0.100 0.060
H -0.986 8.280 6.466 0.096 -0.335 -0.791
C -0.421 4.158 7.890 -0.204 -0.638 0.199
O -0.001 3.228 6.872 0.112 1.019 0.211
C -0.275 3.740 5.570 -0.510 -1.392 -0.742
C 0.487 2.940 4.417 -0.111 0.563 1.727
N 0.405 1.461 4.386 -1.611 0.786 -0.768
C -0.991 0.975 4.082 1.166 -1.420 -0.255
C -0.967 -0.566 3.889 0.080 0.742 0.198
O -0.383 -1.171 5.019 0.149 -1.230 0.565
C -0.050 -2.570 4.843 0.346 1.021 -0.243
H 0.148 5.087 7.907 0.368 -0.086 -0.162
H -0.378 3.666 8.861 0.583 -0.141 -0.124
H -1.471 4.452 7.856 -0.325 -0.102 -0.757
H -0.060 4.805 5.487 0.412 0.154 -0.002
H -1.351 3.648 5.428 -0.278 0.005 -0.194
H 1.507 3.304 4.543 0.491 -0.615 0.016
H 0.195 3.368 3.458 -0.478 -0.216 -0.039
H 0.697 1.014 5.244 -0.029 0.297 0.295
H -1.333 1.294 3.097 0.160 0.716 0.058
H -1.747 1.235 4.823 0.092 0.183 0.197
H -0.442 -0.817 2.967 0.470 0.035 0.022
H -1.983 -0.927 3.726 -0.353 -0.051 0.160
H -0.843 -3.171 4.399 -0.221 0.203 -0.055
H 0.256 -3.040 5.777 -0.305 0.451 0.255
H 0.829 -2.599 4.199 -0.010 -0.294 -0.397
C -2.754 1.313 -2.654 0.355 0.300 -0.504
O -2.379 1.771 -3.981 -0.766 -0.490 1.364
C -3.517 1.905 -4.846 1.252 0.461 -1.199
C -4.209 3.253 -4.768 0.476 0.311 0.968
N -3.247 4.415 -4.942 -1.315 -2.131 -0.292
C -3.887 5.714 -4.853 0.445 0.296 0.627
C -4.322 6.090 -3.455 -1.561 -0.593 -1.105
O -3.213 6.464 -2.751 0.936 -0.086 -0.180
C -3.509 6.887 -1.471 1.358 0.745 0.664
H -1.887 1.270 -1.996 0.301 0.441 -0.286
H -3.120 0.286 -2.631 -0.365 -0.103 -0.475
H -3.492 1.977 -2.203 -0.123 0.019 0.023
H -4.206 1.067 -4.736 -0.174 0.036 0.182
H -3.076 1.865 -5.842 0.031 -0.329 -0.138
H -4.645 3.230 -3.769 -0.380 0.554 0.329
H -5.059 3.251 -5.451 0.238 0.298 -0.329
H -2.633 4.265 -4.153 0.499 0.449 0.018
H -4.708 5.812 -5.563 0.112 -0.141 -0.063
H -3.131 6.479 -5.031 0.055 0.002 -0.728
H -4.822 5.237 -2.997 -0.251 -0.136 0.360
H -5.037 6.911 -3.512 -0.249 0.247 0.082
H -4.241 7.694 -1.438 -0.435 -0.179 -0.039
H -2.561 7.341 -1.180 -0.057 0.008 0.692
H -3.739 6.060 -0.799 -0.336 -0.019 0.102
C 6.717 3.399 -0.650 -0.659 0.289 -0.469
O 5.831 4.292 -1.349 0.169 -0.368 0.628
C 5.587 5.571 -0.746 0.813 -0.172 0.690
C 4.247 6.149 -1.160 0.679 -0.582 -0.815
N 3.243 5.098 -0.988 -1.221 1.145 -0.441
C 1.922 5.533 -1.515 0.453 0.238 0.780
C 0.866 4.488 -1.241 -0.176 1.157 1.470
O 1.083 3.247 -1.767 -0.400 -1.130 0.298
C 0.577 2.998 -3.045 0.713 0.114 -0.602
H 6.334 3.072 0.317 -0.409 0.174 0.193
H 7.726 3.763 -0.460 0.052 0.463 -0.299
H 6.785 2.514 -1.283 0.127 0.055 -0.057
H 6.468 6.179 -0.948 -0.215 0.525 -0.372
H 5.558 5.533 0.343 -0.013 -0.670 0.303
H 4.311 6.552 -2.171 -0.081 -0.335 -0.611
H 4.054 7.063 -0.599 -0.260 -0.326 0.630
H 3.496 4.283 -1.528 0.443 -0.070 -0.001
H 1.931 5.902 -2.541 0.246 -0.478 -0.569
H 1.613 6.438 -0.992 -0.003 0.007 0.465
H -0.116 4.908 -1.460 -0.279 -0.099 -0.443
H 0.845 4.264 -0.174 0.136 0.606 0.408
H 1.312 3.487 -3.684 0.070 -0.847 -1.013
H -0.368 3.442 -3.359 -0.421 0.137 0.821
H 0.474 1.913 -3.042 0.257 0.070 -0.946
```
Forces are in eV/Å.

Results
Max |F|, hartree/bohr: 0.069
Relative energy (zero: lowest compared OMol25 entry of this formula, charge and spin), eV: 1.756
Spin multiplicity: 1
Charge: +1
LUMO energy, eV: -1.97
E_HOMO, eV: -9.7

Here are the Löwdin charges for atoms 1 to 8, given in e: 0.67 -0.05 -0.61 -0.05 -0.25 0.05 0.06 0.06

No. 3
Here is a structure of composition C36H42ClGeIN8O4W from OMol25. Energies are from wB97M-V/def2-TZVPD.

```
94
Properties=species:S:1:pos:R:3:forces:R:3
W 1.126 -2.396 0.473 0.151 0.129 0.076
C -0.238 -0.198 4.531 -0.006 -0.021 0.006
N 0.715 -1.287 4.676 0.052 0.029 -0.015
C 1.193 -1.640 6.002 -0.027 -0.018 0.005
C 1.358 -1.735 3.565 -0.017 -0.016 0.009
N 1.203 -1.221 2.386 0.003 0.003 0.008
N 2.218 -2.777 3.726 0.002 0.006 0.006
C 3.026 -3.255 2.667 -0.007 -0.015 -0.001
N 4.064 -4.039 3.191 0.009 0.001 0.003
N 2.845 -3.066 1.446 -0.050 0.028 -0.031
H -0.802 -0.105 5.455 -0.001 -0.001 0.000
H -0.944 -0.419 3.730 -0.006 0.005 0.003
H 0.249 0.759 4.317 0.000 -0.019 0.003
H 0.613 -1.090 6.737 0.009 0.011 0.001
H 2.247 -1.386 6.141 -0.001 0.000 -0.004
H 1.050 -2.703 6.216 -0.001 -0.002 -0.001
H 0.545 -0.455 2.354 -0.006 0.007 -0.002
H 2.234 -3.286 4.592 0.003 -0.001 -0.002
H 4.573 -3.622 3.957 0.002 0.001 0.003
H 4.675 -4.361 2.455 0.001 0.000 -0.001
H 2.458 -5.272 0.582 -0.009 0.003 -0.029
Cl 2.475 -5.288 -5.696 0.002 0.000 0.001
C 1.944 -4.218 -4.423 -0.003 0.008 -0.004
C 1.467 -2.967 -4.781 0.002 -0.007 0.004
C 1.027 -2.099 -3.785 0.019 -0.001 0.003
I 0.342 -0.183 -4.236 0.004 -0.004 -0.003
C 1.076 -2.485 -2.457 -0.017 0.010 0.003
O 0.679 -1.766 -1.417 -0.025 -0.003 -0.043
C 1.581 -3.742 -2.124 -0.001 -0.007 0.010
N 1.583 -3.961 -0.775 0.001 -0.007 -0.017
C 1.795 -5.314 -0.290 0.006 -0.005 0.047
C 2.389 -6.232 -1.319 0.000 0.005 -0.007
C 2.499 -5.932 -2.612 0.001 -0.002 0.006
C 2.019 -4.641 -3.096 0.002 -0.003 -0.008
H 1.442 -2.676 -5.820 0.001 -0.001 -0.001
H 0.842 -5.719 0.085 0.002 -0.002 -0.009
H 2.728 -7.197 -0.958 0.000 -0.001 -0.002
H 2.925 -6.634 -3.316 0.000 -0.001 0.001
N 3.363 -1.691 -0.719 0.023 0.007 -0.034
C 3.502 -0.381 -1.346 -0.008 -0.002 0.005
C 2.986 0.659 -0.372 0.008 0.010 -0.007
N 1.657 0.246 0.059 -0.021 -0.139 0.009
H 4.011 -1.827 0.049 0.001 -0.002 -0.002
H 3.523 -2.444 -1.378 0.000 0.001 0.001
H 2.888 -0.370 -2.250 0.002 0.000 -0.001
H 4.531 -0.150 -1.640 -0.001 -0.002 0.000
H 3.004 1.650 -0.841 -0.007 -0.001 0.011
H 3.634 0.698 0.509 0.000 -0.002 0.000
H 1.007 0.253 -0.722 0.008 0.011 0.004
H 1.286 0.871 0.764 -0.004 0.010 0.001
O 0.213 -3.543 1.318 -0.053 -0.007 -0.003
O -2.023 -2.481 -0.346 0.004 0.005 0.017
C -1.703 -1.411 0.116 -0.022 -0.018 -0.016
O -0.520 -1.110 0.619 -0.015 -0.008 0.027
C -2.614 -0.199 0.106 -0.005 0.017 -0.009
C -2.301 0.620 -1.161 0.026 0.005 -0.021
Ge -2.382 2.549 -0.884 0.016 -0.018 0.021
C -1.111 2.995 0.543 0.014 0.014 -0.024
C -1.488 2.958 1.885 -0.009 -0.001 -0.001
C -0.565 3.193 2.896 -0.001 -0.007 -0.007
C 0.758 3.471 2.578 0.004 0.022 -0.004
C 1.149 3.523 1.247 -0.002 -0.013 0.008
C 0.220 3.285 0.241 0.009 0.001 0.003
C -1.812 3.472 -2.506 -0.010 0.005 0.001
C -1.333 4.781 -2.468 -0.003 0.005 -0.003
C -0.927 5.425 -3.628 0.002 -0.001 -0.004
C -0.993 4.765 -4.848 -0.001 -0.001 -0.002
C -1.469 3.464 -4.903 0.000 -0.001 0.002
C -1.876 2.824 -3.739 0.003 0.007 0.001
C -4.154 3.111 -0.295 -0.005 0.003 0.010
C -5.262 2.288 -0.489 -0.007 0.011 -0.016
C -6.530 2.694 -0.096 0.006 -0.006 -0.003
C -6.707 3.934 0.500 -0.001 0.005 0.000
C -5.613 4.766 0.702 -0.002 -0.004 0.003
C -4.348 4.354 0.308 0.001 0.000 0.000
H -2.428 0.385 1.011 -0.005 -0.008 0.000
H -3.651 -0.529 0.111 -0.006 0.005 -0.003
H -2.936 0.300 -1.989 -0.009 0.011 0.006
H -1.275 0.423 -1.488 -0.020 -0.013 0.007
H -2.521 2.755 2.148 0.000 0.003 0.001
H -0.881 3.172 3.932 0.000 0.001 0.000
H 1.479 3.663 3.363 0.000 -0.001 0.004
H 2.178 3.750 0.991 -0.002 0.004 -0.001
H 0.540 3.324 -0.795 -0.002 0.004 -0.001
H -1.265 5.306 -1.521 -0.004 0.001 -0.001
H -0.556 6.442 -3.581 0.000 0.000 0.000
H -0.673 5.265 -5.753 0.001 -0.001 0.000
H -1.524 2.944 -5.852 0.000 0.000 0.000
H -2.245 1.806 -3.799 -0.001 -0.006 -0.001
H -5.139 1.318 -0.958 0.001 -0.013 0.004
H -7.380 2.043 -0.256 0.001 -0.001 0.002
H -7.695 4.254 0.806 0.000 0.000 -0.001
H -5.747 5.735 1.165 0.001 0.000 0.000
H -3.502 5.012 0.476 0.001 -0.001 0.003
```
Forces are in eV/Å.

Results
Max |F|, hartree/bohr: 0.004
Relative energy (zero: lowest compared OMol25 entry of this formula, charge and spin), eV: 0.716
Spin multiplicity: 1
Charge: 0
LUMO energy, eV: 0.09
E_HOMO, eV: -6.8

Here are the Löwdin charges for atoms 1 to 8, given in e: 1.86 -0.03 -0.14 -0.04 -0.41 0.02 0.15 -0.55